{
  "formula": "C26H55Br3F3N7O9",
  "method": "the ωB97M-V functional and the def2-TZVPD basis",
  "symbols": ["C", "C", "O", "N", "C", "H", "H", "H", "H", "H", "H", "H", "C", "C", "O", "N", "C", "H", "H", "H", "H", "H", "H", "H", "C", "C", "O", "N", "C", "H", "H", "H", "H", "H", "H", "H", "C", "C", "O", "N", "C", "H", "H", "H", "H", "H", "H", "H", "C", "C", "O", "N", "C", "H", "H", "H", "H", "H", "H", "H", "C", "C", "O", "N", "C", "H", "H", "H", "H", "H", "H", "H", "C", "C", "O", "N", "C", "H", "H", "H", "H", "H", "H", "H", "C", "C", "O", "C", "O", "C", "F", "F", "F", "H", "H", "H", "H", "H", "C", "Br", "Br", "Br", "H"],
  "xyz": [[3.5994, 5.6273, 3.5959], [3.0458, 4.9635, 2.3236], [3.4073, 5.4361, 1.2512], [2.1406, 3.9642, 2.3776], [1.6451, 3.2475, 3.5160], [4.4355, 5.0788, 4.0274], [2.8507, 5.7014, 4.3865], [3.8793, 6.5758, 3.1516], [1.8926, 3.6170, 1.4663], [0.7315, 3.7228, 3.8913], [2.3977, 3.1126, 4.2957], [1.3585, 2.2333, 3.2387], [-2.9152, 5.8261, 2.2107], [-1.6597, 5.9789, 3.0689], [-1.4769, 5.1990, 3.9900], [-0.8430, 7.0264, 2.8175], [0.4026, 7.2662, 3.5504], [-3.0283, 4.7982, 1.8813], [-2.9122, 6.4819, 1.3386], [-3.7499, 6.0910, 2.8582], [-1.0048, 7.6119, 2.0180], [0.3848, 6.6697, 4.4615], [0.2730, 8.3070, 3.8499], [1.3344, 7.0330, 3.0440], [1.7376, -4.7205, -1.1761], [1.3788, -3.2509, -1.2783], [1.0517, -2.7365, -2.3460], [1.4104, -2.5504, -0.1388], [1.0166, -1.1562, 0.0426], [1.8037, -4.9619, -0.1168], [2.6911, -4.9384, -1.6513], [0.9447, -5.2533, -1.6951], [1.7989, -2.9953, 0.6735], [1.0442, -0.9102, 1.1001], [-0.0035, -1.0646, -0.3316], [1.6439, -0.4537, -0.5043], [-4.2123, -1.9373, -3.3099], [-5.3672, -1.9850, -4.2835], [-6.5408, -2.0044, -3.9464], [-4.9376, -1.8910, -5.5564], [-5.7872, -1.9553, -6.7205], [-4.2879, -1.0704, -2.6587], [-3.2719, -1.8645, -3.8532], [-4.2228, -2.8123, -2.6587], [-3.9520, -2.0816, -5.7236], [-5.1324, -2.1293, -7.5741], [-6.4706, -1.1238, -6.8845], [-6.4423, -2.8353, -6.7230], [3.3570, 0.2761, 3.1376], [3.9322, -1.1046, 2.9013], [3.5723, -1.7164, 1.8919], [4.6522, -1.6973, 3.8745], [5.3498, -2.9564, 3.7254], [3.6746, 0.9151, 2.3146], [3.5988, 0.7135, 4.1047], [2.2771, 0.1738, 3.0456], [4.9539, -1.1446, 4.6582], [5.6116, -3.1855, 2.6953], [4.8950, -3.8230, 4.2002], [6.3151, -2.8468, 4.2280], [-1.8056, -3.7857, -4.1836], [-1.4091, -2.7753, -5.2380], [-2.1921, -2.4094, -6.1141], [-0.1957, -2.2383, -5.0727], [0.4317, -1.2872, -5.9313], [-1.2821, -4.7009, -4.4665], [-2.8784, -3.8866, -4.0718], [-1.4173, -3.4578, -3.2167], [0.4235, -2.5945, -4.3575], [0.6486, -0.3496, -5.4087], [-0.1752, -0.9899, -6.7887], [1.3680, -1.5736, -6.4208], [-0.1265, -2.5918, 2.1094], [0.4795, -3.9706, 2.3066], [-0.2007, -4.9890, 2.3166], [1.8209, -3.9822, 2.3234], [2.6214, -5.1762, 2.2990], [-1.1112, -2.5276, 2.5600], [-0.1542, -2.3300, 1.0512], [0.5481, -1.8513, 2.5487], [2.2481, -3.0600, 2.3052], [2.1563, -6.0485, 1.8579], [3.0430, -5.3900, 3.2854], [3.5381, -4.9318, 1.7479], [-0.7018, -0.1579, -2.7454], [0.0342, 0.1595, -1.4563], [-0.7138, 1.2424, -0.8424], [-0.4006, 1.6531, 0.3687], [0.3679, 1.0623, 1.0790], [-1.1736, 2.9085, 0.8183], [-2.0503, 3.3193, -0.0839], [-1.7592, 2.6547, 1.9679], [-0.2921, 3.8968, 1.0197], [-0.8686, 0.7747, -3.2813], [-1.6970, -0.5346, -2.5064], [-0.1191, -0.9062, -3.2812], [1.0278, 0.5837, -1.6159], [0.0848, -0.6638, -0.7442], [-4.3816, 0.9826, -0.1352], [-3.5813, -0.7831, -0.0782], [-4.6754, 1.7338, 1.6752], [-6.1131, 0.8664, -1.0718], [-3.6381, 1.6140, -0.6010]],
  "atomic_forces_ev_per_a": [[-0.8262, -0.7563, -0.5323], [0.3417, 0.5481, 0.1375], [-0.1514, -0.3685, -0.0035], [0.6853, -0.2361, -0.3977], [-0.5674, -0.2341, 0.5586], [0.2001, 0.0685, -0.2660], [-0.0250, 0.2294, -0.1000], [0.3524, 0.2814, 0.7357], [-0.0655, 0.0547, -0.0256], [0.2141, -0.0174, 0.3298], [-0.0482, 0.3862, 0.0422], [0.0025, 0.1179, -0.3065], [0.5259, 0.6299, 0.0464], [-0.6335, -0.5341, -0.0017], [0.3512, -0.0204, 0.0240], [0.7485, -0.4187, -0.3628], [-1.2861, 0.3026, 0.7366], [0.0048, -0.0248, 0.1568], [-0.0623, 0.0030, 0.0211], [-0.1240, -0.0767, -0.1007], [-0.1807, -0.1184, -0.0780], [-0.1729, -0.0518, -0.0500], [0.9790, 0.0860, 0.0750], [-0.1852, 0.2489, -0.5065], [-0.1169, 0.7049, 0.3804], [0.3082, 0.1798, -0.4783], [-0.2287, 0.1251, -0.2275], [0.9909, 0.3387, 0.1055], [5.0198, -5.0224, 4.3502], [-0.1442, -0.4987, -0.2012], [0.0080, 0.1343, -0.1315], [0.0485, -0.2701, 0.1750], [0.0948, -0.2413, -0.4000], [0.4286, -0.1592, -0.6282], [-1.7347, -13.2189, 14.0408], [0.1977, -0.9607, 0.5823], [0.0117, 0.0231, 0.2100], [-0.1134, 0.5968, 0.0326], [0.0629, -0.1355, -0.0218], [-0.0413, -0.1060, -0.4222], [-0.3542, -1.0819, -0.3542], [-0.2774, 0.0467, -0.1760], [-0.0943, 0.0299, 0.2721], [0.0111, -0.0102, -0.0289], [-0.1502, 0.1759, -0.0684], [-0.0530, 0.4663, -0.1040], [0.3949, 0.3789, 0.1925], [0.0451, -0.0221, 0.3799], [0.3370, -0.2910, -0.0186], [-1.2095, -0.3906, -0.0145], [0.4997, 0.0090, 0.0964], [0.2790, 0.2175, -0.0118], [1.1651, -0.1731, 0.1909], [0.0677, 0.1318, 0.1106], [0.0971, 0.0400, -0.0622], [-0.0425, 0.0181, 0.0599], [-0.1881, 0.1951, -0.0607], [-0.4491, 0.1205, -0.1482], [-0.5413, 0.1218, -0.1196], [-0.0477, 0.0209, 0.0195], [0.8601, 0.0918, 0.0685], [-1.0731, 0.4843, 0.2232], [0.3896, -0.1167, -0.1452], [1.2246, -0.5275, -0.2892], [0.1573, 1.4757, -1.2884], [-0.3593, -0.2892, 0.2342], [0.1254, -0.3418, -0.5069], [0.1335, -0.1143, -0.0057], [-0.3583, -0.2775, 0.3044], [-0.0486, -0.1289, 0.2004], [-0.5050, -0.2956, 0.3429], [0.0242, -0.6417, 0.5165], [-0.0058, -0.1598, 0.8503], [-1.7035, -0.6673, -0.4771], [0.3236, 0.3191, 0.1213], [0.0215, 0.3652, 0.2051], [1.7400, 0.5695, 0.3794], [-0.0199, -0.0799, 0.0714], [-0.9001, -0.8242, 0.8907], [-0.3310, 0.0202, 0.3192], [0.6388, -0.5100, 0.3362], [-0.4072, 0.1292, 0.1097], [-0.5493, -0.3857, 0.1716], [-0.2306, -0.1279, -0.3621], [0.2828, 0.6022, 0.6502], [-2.9489, 5.0053, -5.6685], [-1.0547, 1.8365, 0.4091], [-0.2792, -1.4310, -1.2315], [0.3032, 1.2283, 0.8705], [0.9429, -0.2976, -0.0864], [-0.4302, 0.1021, -0.0906], [-0.3396, 0.0005, 0.3779], [0.0114, 0.2664, -0.1272], [0.1643, -0.0839, -0.5559], [0.0339, -0.2966, -0.0109], [-0.3618, 0.4123, -0.0310], [-0.1722, -0.0413, -0.4088], [0.4278, 13.2194, -14.2768], [-0.8305, -0.2909, 0.7101], [0.0233, 0.2578, 0.4723], [0.0241, -0.4729, -0.8221], [1.0934, 0.2522, 0.2499], [-0.3955, 0.1714, -0.3548]],
  "mulliken_charge": [-1.174, 0.587, -0.688, 0.327, -0.498, 0.339, 0.352, 0.352, 0.131, 0.145, 0.471, -0.289, -0.810, 0.800, -0.667, -0.231, -0.795, 0.037, 0.317, 0.329, 0.224, 0.278, 0.375, 0.159, -0.799, 0.508, -0.711, 0.302, -1.411, 0.050, 0.262, 0.309, -0.133, -0.321, 1.123, 1.100, 0.994, 0.237, -0.694, -0.012, -1.013, -0.562, -0.768, 0.379, 0.417, 0.369, 0.275, 0.302, -0.372, 0.496, -0.780, -0.170, -0.949, 0.312, 0.417, -0.215, 0.269, 0.299, 0.251, 0.396, -1.000, 0.807, -0.829, -0.051, -1.000, 0.387, 0.409, 0.221, 0.326, 0.303, 0.343, 0.345, -0.511, 0.845, -0.688, -0.149, -1.309, 0.519, 0.048, 0.117, 0.253, 0.419, 0.306, 0.429, -0.811, -0.082, -0.151, 0.252, -0.663, 0.924, -0.282, -0.122, -0.266, 0.587, -0.203, -0.095, 0.663, -0.496, -0.150, -0.005, -0.096, -0.013, 0.234],
  "charge": 0,
  "lumo_ev": -0.1,
  "energy_ha": -10105.5564,
  "homo_ev": -8.74,
  "homo_lumo_gap_ev": 8.659,
  "fmax_ev_per_a": 19.46
}